1.
Molecular formula: C6H12O
Method: DFT, the ωB97M-V functional and the def2-TZVPD basis

Charge: 0
Highest occupied orbital energy (eV): -8.38
Gap between HOMO and LUMO (eV): 9.3086
Relative energy (zero: lowest compared OMol25 entry of this formula, charge and spin) (kJ/mol): 191.7

Each atom is followed by the atoms it is bonded to, with distances in Å.
Element x y z (Å)
1 C 1.005 -1.588 -1.779  C2 1.317, C4 1.496, H7 1.086
2 C 1.377 -1.689 -3.039  C1 1.317, H8 1.072, H9 1.085
3 C 0.072 0.671 -1.768  C4 1.330, C6 1.496, H10 1.085
4 C 0.344 -0.438 -1.085  C1 1.496, C3 1.330, C5 1.512
5 C 0.299 -0.535 0.423  C4 1.512, H11 1.095, H12 1.079, H13 1.085
6 C -0.510 1.913 -1.171  C3 1.496, H14 1.098, H15 1.093, H16 1.064
7 H 1.132 -2.437 -1.114  C1 1.086
8 H 1.554 -0.925 -3.770  C2 1.072
9 H 1.724 -2.615 -3.482  C2 1.085
10 H 0.386 0.693 -2.806  C3 1.085
11 H 0.320 -1.581 0.748  C5 1.095
12 H -0.666 -0.279 0.832  C5 1.079
13 H 1.156 0.027 0.781  C5 1.085
14 H -0.077 2.140 -0.188  C6 1.098
15 H -1.603 1.942 -1.170  C6 1.093
16 H -0.201 2.780 -1.705  C6 1.064
17 H -1.348 0.737 6.770  O19 0.972
18 H -1.874 1.970 6.125  O19 0.966
19 O -1.930 1.010 6.042  H17 0.972, H18 0.966

natural (NBO) population analysis, charges in e, atoms 1 to 8:
1. C -0.20
2. C -0.39
3. C -0.15
4. C -0.04
5. C -0.65
6. C -0.66
7. H 0.19
8. H 0.19

***

2.
Molecular formula: C6H12O
Method: DFT, the ωB97M-V functional and the def2-TZVPD basis

Charge: 0
Highest occupied orbital energy (eV): -6.99
Gap between HOMO and LUMO (eV): 8.0413
Relative energy (zero: lowest compared OMol25 entry of this formula, charge and spin) (kJ/mol): 508.2

Each atom is followed by the atoms it is bonded to, with distances in Å.
Element x y z (Å)
1 C -0.646 -1.708 -0.956  C2 1.428, H9 1.083, H10 1.083
2 C -0.480 -0.299 -0.795  C1 1.428, C6 1.517, H8 1.274, H11 1.089
3 C -1.198 0.477 1.010  C4 1.501, H12 1.097, H13 1.094
4 C -0.552 1.788 0.667  C3 1.501, O5 1.428, H14 1.095, H15 1.102
5 O 0.759 1.555 0.150  C4 1.428, C6 1.411
6 C 0.874 0.348 -0.572  C2 1.517, O5 1.411, C7 1.522, H16 1.101
7 C 1.889 -0.558 0.111  C6 1.522, H17 1.096, H18 1.094, H19 1.093
8 H -1.055 -0.881 0.181  C2 1.274
9 H -1.514 -2.091 -1.477  C1 1.083
10 H 0.116 -2.397 -0.613  C1 1.083
11 H -1.195 0.319 -1.337  C2 1.089
12 H -0.793 0.019 1.920  C3 1.097
13 H -2.292 0.507 1.026  C3 1.094
14 H -0.413 2.459 1.521  C4 1.095
15 H -1.158 2.328 -0.078  C4 1.102
16 H 1.230 0.585 -1.587  C6 1.101
17 H 1.491 -0.955 1.052  C7 1.096
18 H 2.172 -1.394 -0.536  C7 1.094
19 H 2.784 0.026 0.342  C7 1.093

natural (NBO) population analysis, charges in e, atoms 1 to 8:
1. C -0.73
2. C -0.19
3. C -0.66
4. C -0.09
5. O -0.53
6. C 0.07
7. C -0.63
8. H 0.45

***

3.
Molecular formula: C6H12O
Method: DFT, the ωB97M-V functional and the def2-TZVPD basis

Charge: 0
Highest occupied orbital energy (eV): -9.24
Gap between HOMO and LUMO (eV): 10.1410
Relative energy (zero: lowest compared OMol25 entry of this formula, charge and spin) (kJ/mol): 171.3

Each atom is followed by the atoms it is bonded to, with distances in Å.
Element x y z (Å)
1 C 2.122 0.194 -0.355  C2 1.528, H8 1.094, H9 1.095, H10 1.097
2 C 0.983 -0.047 0.634  C1 1.528, C3 1.548, H11 1.095, H12 1.101
3 C -0.451 -0.289 0.103  C2 1.548, C4 1.508, C5 1.506, C6 1.520
4 C -0.509 -1.156 -1.130  C3 1.508, H13 1.100, H14 1.094, H15 1.092
5 C -1.397 -0.243 1.274  C3 1.506, C6 1.499, H16 1.083, H17 1.086
6 C -1.465 0.835 0.234  C3 1.520, C5 1.499, O7 1.400, H18 1.096
7 O -0.913 2.121 0.261  C6 1.400, H19 0.971
8 H 1.983 1.117 -0.926  C1 1.094
9 H 2.246 -0.636 -1.059  C1 1.095
10 H 3.069 0.286 0.191  C1 1.097
11 H 0.972 0.766 1.366  C2 1.095
12 H 1.224 -0.958 1.203  C2 1.101
13 H -0.108 -0.565 -1.966  C4 1.100
14 H 0.102 -2.060 -1.067  C4 1.094
15 H -1.535 -1.426 -1.389  C4 1.092
16 H -0.980 -0.053 2.256  C5 1.083
17 H -2.238 -0.930 1.261  C5 1.086
18 H -2.472 0.877 -0.196  C6 1.096
19 H -0.649 2.195 -0.671  O7 0.971

natural (NBO) population analysis, charges in e, atoms 1 to 8:
1. C -0.61
2. C -0.39
3. C -0.08
4. C -0.60
5. C -0.42
6. C 0.06
7. O -0.70
8. H 0.20